# C5H6F3N3O

A single C5H6F3N3O molecule in a non-equilibrium geometry (the ωB97M-V functional and the def2-TZVPD basis, the Open Molecules 2025 dataset).

```
18
Properties=species:S:1:pos:R:3:forces:R:3:lowdin_charge:R:1
C -0.68693 1.24605 -0.09729 -1.44 -1.19 0.33 -0.16
C -1.54890 0.26642 0.01976 1.42 1.63 -0.03 0.11
C -0.23566 0.23162 0.94880 1.23 -0.65 -1.66 -0.45
C 2.87166 -1.33715 -0.27827 0.11 -0.31 0.06 -0.15
C -2.84042 -0.33126 -0.28779 -0.95 -0.64 -0.45 -0.58
N 0.85109 -0.64811 0.54851 -1.06 -1.76 3.86 -0.03
N 1.68540 -0.57731 -0.41222 0.28 1.83 -2.78 -0.08
N -0.25978 2.38929 -0.61565 0.12 0.42 -0.08 0.18
O -0.30169 0.35764 2.19497 -0.76 0.45 0.77 0.14
F -3.25052 0.01869 -1.53087 0.29 0.15 0.11 0.13
F -2.81719 -1.67484 -0.26086 0.26 0.10 0.13 0.14
F -3.83358 0.04328 0.53724 0.18 0.13 0.23 0.14
H 3.69546 -0.72507 -0.64554 0.16 -0.12 0.10 0.07
H 3.06294 -1.65859 0.75428 0.10 0.00 0.02 0.07
H 2.81204 -2.22135 -0.91898 0.10 -0.16 0.04 0.08
H 1.13244 -1.16664 1.40307 -0.10 0.26 -0.56 0.15
H -0.90953 2.97560 -1.11842 0.15 -0.11 0.01 0.12
H 0.57314 2.81172 -0.24072 -0.10 -0.03 -0.08 0.12
```
Forces are in eV/Å.

The multiplicity is 3. The energy above the lowest of the compared OMol25 structures with the same formula, charge and spin comes out at 0.656 eV. The expectation value of S² is 2.0143. As for the highest occupied orbital energy (spin up / spin down): -6.88 / -9.60 eV.


# C5H6F4N2

A single C5H6F4N2 molecule in a non-equilibrium geometry (the ωB97M-V functional and the def2-TZVPD basis, the Open Molecules 2025 dataset).

```
17
Properties=species:S:1:pos:R:3:forces:R:3:lowdin_charge:R:1
C -1.81367 0.98293 -0.87852 -2.67 2.40 -0.47 0.00
C -1.04959 0.78979 0.28550 1.59 -1.27 -0.31 -0.22
C 0.31785 0.50715 0.31784 -1.82 1.90 2.82 -0.23
C 1.64464 -1.35339 1.19048 1.47 -1.83 -1.47 -0.13
C 0.84169 -0.13961 1.59126 -1.60 0.76 1.53 -0.18
N -1.31347 0.63996 -2.03583 -0.16 -1.58 -0.24 -0.05
N -0.11037 0.22508 -2.05152 0.84 1.53 -1.72 0.04
F -1.76168 0.62346 1.42593 -0.31 0.06 -0.17 0.04
F 1.17181 1.22369 -0.40902 0.29 -0.61 0.30 0.08
F -2.24842 0.76281 -3.28594 1.23 -0.16 1.56 -0.07
F 0.17173 -0.82373 -2.89480 -1.15 -0.58 -0.33 -0.03
H -2.75603 1.63792 -0.85696 1.58 -1.18 -0.23 0.17
H 1.15348 -2.28061 1.49527 0.21 0.12 0.36 0.07
H 2.69895 -1.35817 1.53788 -0.77 0.06 0.19 0.08
H 1.78528 -1.55863 0.06786 -0.50 0.91 1.31 0.10
H 1.45899 0.57494 2.31031 -1.38 -1.24 -1.74 0.16
H -0.19119 -0.45359 2.19027 3.13 0.72 -1.40 0.17
```
Forces are in eV/Å.

The energy above the lowest of the compared OMol25 structures with the same formula, charge and spin comes out at 4.531 eV. As for the highest occupied orbital energy (spin up / spin down): -9.02 / -9.02 eV.


# C5H6F5O4P

2 unconnected molecules or ions with the total composition C5H6F5O4P in a non-equilibrium geometry (the ωB97M-V functional and the def2-TZVPD basis, the Open Molecules 2025 dataset).

```
21
Properties=species:S:1:pos:R:3:forces:R:3:lowdin_charge:R:1
C -1.23367 0.96694 -0.52908 -0.36 -1.40 1.01 -0.08
C -2.39451 1.60441 0.02453 2.20 -0.55 0.36 -0.66
C 1.22556 0.31506 2.42622 1.89 0.85 0.18 -0.08
C 1.27898 -0.20674 -2.27302 0.59 -1.49 -3.72 -0.14
C -0.59790 -2.58814 0.02276 -1.14 1.08 -0.16 -0.41
O 1.35618 1.77969 -0.33790 0.61 0.66 0.49 -0.23
O -1.82303 2.06485 -1.11962 0.23 1.54 -1.43 0.15
O 0.32600 0.07137 1.36338 -0.46 -1.05 -0.52 -0.24
O 0.77985 -0.60417 -1.01780 0.31 -0.10 0.88 -0.27
F -3.59093 1.14371 -0.08676 -1.84 -0.46 0.21 0.21
F -2.25964 2.39129 1.08798 -0.52 0.40 0.34 0.16
F -0.91988 -3.35323 -1.00135 0.87 0.03 0.73 0.18
F 0.45384 -2.89284 0.73461 -0.44 -0.53 -0.56 0.19
F -1.66685 -2.35148 0.76084 0.57 -0.18 -0.06 0.17
P 0.44018 0.68232 -0.06811 -0.57 -0.45 -1.18 0.46
H 2.08652 0.97048 2.04539 -1.04 -1.08 0.63 0.11
H 1.62581 -0.64239 2.89179 -0.74 1.20 -0.74 0.11
H 0.64083 0.92427 3.10635 0.29 -0.20 0.61 0.09
H 2.20229 -0.81796 -2.69952 -1.87 0.91 1.54 0.13
H 1.56550 0.80896 -2.19500 0.59 0.91 -0.29 0.04
H 0.50485 -0.26641 -3.13570 0.83 -0.11 1.69 0.12
```
Forces are in eV/Å.

As for the highest occupied orbital energy (spin up / spin down): -7.05 / -6.92 eV.


# C5H6FKO3

A molecular structure, C5H6FKO3 in a non-equilibrium geometry (the ωB97M-V functional and the def2-TZVPD basis, the Open Molecules 2025 dataset).

```
16
Properties=species:S:1:pos:R:3:forces:R:3:lowdin_charge:R:1
C -1.65081 -1.09728 -2.67402 0.68 0.19 -0.14 -0.40
C -0.64431 -0.24622 -2.53463 0.38 -0.41 -0.15 -0.22
H -1.70100 -2.14635 -2.36311 -0.09 0.31 -0.03 0.05
F -2.84864 -0.79855 -3.34315 -0.22 -0.04 0.11 -0.14
H -0.85504 0.73591 -2.99253 -0.18 -0.18 0.06 -0.05
K 2.17325 -1.15587 -2.85946 -0.69 0.32 0.56 0.81
O 0.64785 -0.80030 1.12945 -2.83 0.34 0.45 0.06
C 1.75164 -0.12000 0.93288 -0.64 1.42 -3.42 -0.61
C -0.39577 0.15142 1.72594 1.03 -1.18 1.37 -0.02
O 2.43909 -0.25881 -0.06602 0.59 -0.71 1.64 0.04
O 1.80104 0.95995 1.69586 0.63 0.93 0.64 0.06
C 0.52526 1.24134 2.29309 0.16 -0.42 0.34 -0.10
H -0.87381 -0.46416 2.49457 0.29 0.20 0.02 0.12
H -1.23978 0.57705 1.17209 0.87 -0.63 -1.28 0.13
H 0.64590 1.16712 3.37954 -0.10 0.11 -0.21 0.13
H 0.22512 2.25478 2.00950 0.13 -0.26 0.03 0.13
```
Forces are in eV/Å.

The energy above the lowest of the compared OMol25 structures with the same formula, charge and spin comes out at 2.243 eV. As for the highest occupied orbital energy: -6.48 eV.


# C5H6FN

A single C5H6FN molecule in a non-equilibrium geometry (the ωB97M-V functional and the def2-TZVPD basis, the Open Molecules 2025 dataset).

```
13
Properties=species:S:1:pos:R:3:forces:R:3:lowdin_charge:R:1
C -0.04611 0.89286 1.37551 1.03 4.16 -1.02 -0.01
C 0.25330 0.60062 -0.11363 3.39 -3.50 1.31 -0.40
F 1.22701 1.48915 -0.55795 -0.79 0.08 -0.20 0.00
C 0.86390 -1.05302 -0.22679 -3.94 4.62 -1.57 0.06
C -0.08982 -1.63096 -0.93504 0.98 -2.79 0.96 -0.19
N -1.08261 -0.80944 -1.47115 -0.05 0.86 0.00 0.08
C -0.84993 0.37968 -1.05030 -2.26 0.84 -2.36 -0.11
H 0.82164 1.59468 1.78977 -1.57 -1.72 -0.99 0.13
H -0.09808 0.04546 1.98137 -0.44 -1.29 0.84 0.05
H -0.93390 1.58083 1.42342 0.52 -0.99 0.27 0.09
H 1.53674 -1.49088 0.37058 2.62 -1.28 2.01 0.05
H -0.12966 -2.75523 -1.00476 -0.28 1.39 -0.42 0.12
H -1.47249 1.15626 -1.58104 0.80 -0.37 1.18 0.14
```
Forces are in eV/Å.

The energy above the lowest of the compared OMol25 structures with the same formula, charge and spin comes out at 2.260 eV. As for the highest occupied orbital energy: -9.49 eV.


# C5H6FN4O2P

A single C5H6FN4O2P molecule in a non-equilibrium geometry (the ωB97M-V functional and the def2-TZVPD basis, the Open Molecules 2025 dataset).

```
19
Properties=species:S:1:pos:R:3:forces:R:3:lowdin_charge:R:1
C -2.77214 -2.16780 0.98038 -0.05 0.41 -0.23 -0.28
P -2.61645 -0.35737 0.97272 -0.27 0.33 0.87 0.86
O -3.58374 0.01295 -0.31015 0.29 -0.30 -0.29 -0.32
C -0.91870 -0.09125 0.29291 -0.90 -0.76 0.07 -0.48
N -0.04898 -1.09169 0.34513 0.86 0.05 -0.21 0.07
N 1.18393 -0.83157 -0.05344 -0.67 -0.41 0.36 0.13
C 1.42141 0.39781 -0.47595 0.48 -0.27 -0.11 -0.35
C 2.81248 0.71139 -0.90637 0.06 0.84 -0.17 -0.03
C 3.27238 1.90436 -0.10751 0.11 -0.38 2.61 -0.46
O 3.31985 1.90564 1.10047 -0.01 0.28 -2.18 0.15
F 3.63569 2.96677 -0.81790 0.04 0.02 -0.17 0.13
N 0.54586 1.38461 -0.56737 -0.92 0.19 0.12 0.13
N -0.67831 1.13119 -0.15827 0.70 0.47 -0.38 0.06
H -3.80873 -2.37276 0.75548 -0.37 -0.06 -0.15 0.04
H -2.13363 -2.68534 0.28244 0.21 -0.15 -0.19 0.03
H -2.60694 -2.50195 1.98941 0.28 -0.24 0.37 0.03
H -3.32782 0.86180 -0.67796 -0.11 0.35 -0.11 0.04
H 3.47581 -0.10399 -0.67821 0.17 -0.40 0.06 0.13
H 2.82804 0.92721 -1.96580 0.08 0.03 -0.28 0.13
```
Forces are in eV/Å.

The energy above the lowest of the compared OMol25 structures with the same formula, charge and spin comes out at 0.157 eV. As for the highest occupied orbital energy: -8.96 eV.


# C5H6FN5S

A gas-phase ion, C5H6FN5S (charge +2) in a non-equilibrium geometry (the ωB97M-V functional and the def2-TZVPD basis, the Open Molecules 2025 dataset).

```
18
Properties=species:S:1:pos:R:3:forces:R:3:lowdin_charge:R:1
C -1.32386 -0.53153 -1.60889 0.45 -0.15 0.53 0.06
C 0.11887 -0.77280 1.42523 0.30 0.83 0.64 -0.26
C -0.36153 1.06757 -0.34577 1.50 -2.62 1.89 -0.02
C 0.54211 1.54622 1.75235 1.54 2.28 1.42 -0.81
C 0.44080 -1.02521 -0.04000 0.23 2.71 0.34 -0.18
N 0.35504 0.27088 2.09174 -0.58 -2.31 -0.36 0.17
N -0.11786 1.96901 0.53389 -0.99 0.15 -1.50 0.13
N -0.56853 -1.40627 -0.96952 -0.48 -0.07 -0.56 0.18
N -1.20463 0.78239 -1.34116 -0.55 0.82 -1.07 0.17
N 1.70552 -1.25461 -0.36221 -0.58 -0.19 0.06 0.27
F -0.39356 -1.81228 2.03529 0.08 -0.25 -0.29 0.20
S 1.27639 2.65453 2.71333 -0.68 -0.93 -1.14 0.95
H -2.04830 -0.87057 -2.34028 -0.05 -0.04 -0.01 0.19
H -0.45297 2.93950 0.53167 0.06 -0.10 0.04 0.18
H -0.66312 -2.39861 -1.19506 -0.06 0.10 -0.06 0.21
H -1.74905 1.45643 -1.89210 -0.02 -0.19 0.05 0.21
H 2.44631 -1.19386 0.32916 -0.13 -0.05 0.05 0.17
H 1.99837 -1.42080 -1.31766 -0.04 0.01 -0.02 0.16
```
Forces are in eV/Å.

The total charge is +2. As for the highest occupied orbital energy: -16.61 eV.


# C5H6FNO

A single C5H6FNO molecule in a non-equilibrium geometry (the ωB97M-V functional and the def2-TZVPD basis, the Open Molecules 2025 dataset).

```
14
Properties=species:S:1:pos:R:3:forces:R:3:lowdin_charge:R:1
C 0.19215 1.45590 -0.32647 0.32 -1.34 -0.10 0.05
C -0.59047 -1.57530 -0.02572 -0.65 3.55 -1.44 -0.10
C -2.30074 0.06730 0.50982 -0.56 1.08 1.30 -0.16
C 0.77597 -1.04912 -0.28459 1.08 -0.01 6.11 -0.07
C 0.91899 0.43097 0.16679 -0.01 0.47 -1.69 -0.33
N -1.62146 -0.82788 -0.03189 0.95 -1.34 0.06 0.06
O 2.03497 0.68349 0.94659 -0.69 -5.03 -1.34 0.06
F -3.08067 0.81451 -0.26601 -0.20 -0.25 -0.64 0.00
H 0.46137 2.46099 -0.26368 1.06 1.54 1.08 0.04
H -0.69064 -2.56901 0.09438 -0.55 -3.42 0.23 0.08
H 1.41956 -1.72487 0.56231 -1.18 1.83 -2.56 0.19
H 1.13262 -1.22375 -1.24200 0.74 -0.39 -1.78 0.09
H -0.66473 1.49872 -0.96341 -0.41 -1.27 -0.31 0.05
H 2.01306 1.55807 1.12389 0.10 4.57 1.09 0.04
```
Forces are in eV/Å.

The energy above the lowest of the compared OMol25 structures with the same formula, charge and spin comes out at 5.495 eV. As for the highest occupied orbital energy: -8.43 eV.